1.
Density functional theory data (the ωB97M-V functional and the def2-TZVPD basis) for a structure of composition C8Cl5F3O2ReS4.

ORCA input file:
```
! wB97M-V def2-TZVPD RIJCOSX def2/J DEFGRID3
* xyz 0 2
Re -0.69 0.19 -0.95
Cl -2.38 -0.43 2.49
C -0.73 0.00 2.34
C -0.20 0.26 1.07
C 1.13 0.68 1.05
Cl 1.59 1.05 -0.59
C 1.95 0.82 2.16
Cl 3.58 1.34 2.02
C 1.39 0.49 3.40
Cl 2.36 0.62 4.81
C 0.06 0.10 3.49
Cl -0.61 -0.30 5.01
S -2.71 -1.09 -0.90
S -4.25 0.16 -1.28
S -3.78 2.01 -0.50
S -1.80 2.31 -0.87
F 0.97 -2.82 -3.49
C 1.06 -1.61 -2.97
F 0.58 -1.71 -1.66
F 2.35 -1.29 -2.84
C 0.23 -0.50 -3.78
O 0.46 -0.42 -4.96
O -0.56 0.14 -3.05
*
```

Its expectation value of S² is 0.79. Its orbital gap (alpha / beta) is 5.8 / 5.7 eV.

***

2.
Density functional theory data (the ωB97M-V functional and the def2-TZVPD basis) for the molecule C8H10.

ORCA input file:
```
! wB97M-V def2-TZVPD RIJCOSX def2/J DEFGRID3
* xyz 0 1
C 1.62 -1.63 -0.02
C 0.64 -0.70 0.03
C 0.89 0.60 -0.58
C 0.91 1.54 0.52
C -0.32 1.39 -0.38
C -1.38 0.44 0.12
C -1.72 -0.91 -0.41
C -0.67 -0.62 0.69
H 1.27 -2.57 0.49
H 2.43 -1.50 -0.71
H 1.79 0.46 -1.39
H 0.92 1.05 1.65
H 1.60 2.44 0.42
H -0.68 2.07 -1.16
H -2.29 0.94 0.69
H -1.47 -1.30 -1.46
H -2.71 -1.27 -0.10
H -0.66 -1.00 1.75
*
```

Its orbital gap is 9.6 eV. The value obtained for the energy relative to the best compared isomer or geometry (same formula, charge and spin) is 432.3 kJ/mol.